(1)
# C4H6N2O2

C4H6N2O2 in the gas phase in a non-equilibrium geometry (ωB97M-V with the def2-TZVPD basis set, OMol25).

The geometry in ORCA input format:
```
! RIJCOSX wB97M-V def2-TZVPD def2/J DEFGRID3
* xyz 0 1
C 2.09 0.84 1.03
N 2.31 -0.04 0.11
C 1.28 -0.39 -0.86
C 0.13 -0.90 -0.09
C -1.07 -0.52 -0.29
N -2.29 -0.16 -0.35
O -3.21 -0.65 -1.06
O -2.67 0.83 0.58
H 1.18 1.40 1.29
H 2.87 0.98 1.70
H 1.79 -1.10 -1.50
H 0.94 0.32 -1.50
H 0.30 -1.61 0.74
H -3.64 1.00 0.20
*
```

Summary:
SMILES string = C=NCC=C=[N+]([O-])O
LUMO level = 0.73 eV
HOMO = -9.0 eV
orbital gap = 9.7 eV
total energy = -415.77439 Ha

---

(2)
# C4H6N2O2

C4H6N2O2 in the gas phase in a non-equilibrium geometry (ωB97M-V with the def2-TZVPD basis set, OMol25).

The geometry in ORCA input format:
```
! RIJCOSX wB97M-V def2-TZVPD def2/J DEFGRID3
* xyz 0 1
C 0.41 -2.02 -1.47
O 0.50 -2.04 0.09
C 0.32 -0.70 0.46
N 0.01 -0.27 1.61
C -0.41 1.08 1.30
C -0.56 1.31 0.00
N -0.41 2.58 -0.60
O 0.16 0.06 -0.57
H 1.44 -1.67 -1.65
H 0.31 -3.22 -2.02
H -0.55 -1.25 -1.82
H -1.08 1.72 2.15
H -1.08 2.63 -1.62
H -0.07 3.46 -0.03
*
```

Summary:
SMILES string = COc1ncc(N)o1
LUMO level = 0.33 eV
HOMO = -8.6 eV
orbital gap = 9.0 eV
total energy = -415.81796 Ha

---

(3)
# C4H6N2O2

C4H6N2O2 in the gas phase in a non-equilibrium geometry (ωB97M-V with the def2-TZVPD basis set, OMol25).

The geometry in ORCA input format:
```
! RIJCOSX wB97M-V def2-TZVPD def2/J DEFGRID3
* xyz 0 1
H -2.56 0.37 -1.42
N -1.99 -0.32 -0.92
C -0.84 0.10 -0.59
N -0.30 1.34 -0.89
O 1.02 1.42 -0.48
C 1.36 0.23 0.06
C 0.70 -0.09 1.35
C 0.15 -0.69 0.09
O 0.17 -2.03 -0.23
H -0.77 2.06 -0.37
H 2.40 -0.03 -0.14
H 1.26 -0.81 1.95
H 0.19 0.71 1.88
H -0.78 -2.25 -0.27
*
```

Summary:
SMILES string = [H]/N=C1\NO[C@H]2C[C@@]12O
LUMO level = 0.84 eV
HOMO = -9.1 eV
orbital gap = 9.9 eV
total energy = -415.89644 Ha

---

(4)
# C4H6N2O2

C4H6N2O2 in the gas phase in a non-equilibrium geometry (ωB97M-V with the def2-TZVPD basis set, OMol25).

The geometry in ORCA input format:
```
! RIJCOSX wB97M-V def2-TZVPD def2/J DEFGRID3
* xyz 0 1
H -3.07 0.10 0.60
N -2.18 0.61 0.46
C -1.40 -0.06 -0.23
N -0.06 0.37 -0.60
C 1.02 -0.46 -0.73
C 0.96 -1.83 -0.77
O 0.29 1.66 -0.18
C 0.61 1.74 1.19
O 0.69 0.80 1.89
H -1.65 -1.02 -0.76
H 1.95 0.06 -0.77
H 1.91 -2.31 -0.83
H 0.06 -2.45 -0.71
H 0.90 2.78 1.43
*
```

Summary:
SMILES string = [H]/N=C/N(C=C)OC=O
LUMO level = 0.97 eV
HOMO = -8.6 eV
orbital gap = 9.6 eV
total energy = -415.91130 Ha

---

(5)
# C4H6N2O2

C4H6N2O2 in the gas phase in a non-equilibrium geometry (ωB97M-V with the def2-TZVPD basis set, OMol25).

The geometry in ORCA input format:
```
! RIJCOSX wB97M-V def2-TZVPD def2/J DEFGRID3
* xyz 0 1
O 3.73 0.66 0.44
N 2.93 -0.13 0.00
O 2.93 -1.32 0.13
N 1.77 0.41 -0.84
C 0.96 1.39 -0.03
C 0.51 0.03 -0.20
C -0.21 -1.01 0.63
C -0.68 -0.60 -0.80
H 0.62 2.28 -0.70
H 1.31 1.84 0.95
H -0.58 -0.65 1.46
H 0.29 -1.91 0.85
H -0.68 -1.49 -1.53
H -1.69 -0.15 -0.87
*
```

Summary:
SMILES string = O=[N+]([O-])N1CC12CC2
LUMO level = 0.54 eV
HOMO = -10.6 eV
orbital gap = 11.2 eV
total energy = -415.78032 Ha

---

(6)
# C4H6N2O2

A molecular structure, C4H6N2O2 in a non-equilibrium geometry (ωB97M-V with the def2-TZVPD basis set, OMol25).

The geometry in ORCA input format:
```
! RIJCOSX wB97M-V def2-TZVPD def2/J DEFGRID3
* xyz 0 1
C -1.75 -1.08 -0.84
C 0.30 -0.63 -0.11
C 1.28 -0.44 0.93
C 0.70 1.58 0.29
H -1.93 -0.16 -1.43
H -2.25 -2.02 -1.08
H -2.13 -1.11 0.23
H 1.85 -1.26 1.49
H 1.59 1.27 2.24
H 0.39 1.03 -1.66
N 1.46 0.85 1.24
N -0.14 0.69 -0.45
O -0.29 -1.54 -0.79
O 0.92 2.81 -0.06
*
```

Summary:
LUMO level = 0.14 eV
HOMO = -7.7 eV
orbital gap = 7.8 eV
total energy = -415.86867 Ha

---

Question: The highest total energy belongs to which entry?
Answer: number 1

---

Question: HOMO of number 6 (C4H6N2O2)?
Answer: -7.7 eV